Molecular formula: C24H37BeCl2GeN5OSi3
Method: DFT, ωB97M-V with the def2-TZVPD basis set

```
74
C24H37BeCl2GeN5OSi3 | the OMol25 dataset | ωB97M-V with the def2-TZVPD basis set
Be -0.3056 0.3946 5.0076
N 1.6183 2.1912 7.6554
C 0.3892 2.2158 8.2930
C -0.5034 1.3992 7.5687
N 0.2021 0.7879 6.5813
C 1.4595 1.3259 6.6080
C 2.1693 1.0429 5.4519
N 1.3150 0.5169 4.4737
C 2.0857 0.3492 3.3812
C 3.3926 0.7854 3.6069
N 3.4270 1.2248 4.9701
H 2.4815 2.6206 7.9262
H 0.0928 2.9989 8.9788
H -1.5494 1.2051 7.7570
H 1.7586 -0.0608 2.4350
H 4.2622 0.8876 2.9966
H 4.2235 1.4574 5.5076
Cl -2.7822 2.3409 1.6020
C -2.7920 0.6813 2.0946
C -3.3311 -0.3783 1.4050
C -3.0464 -1.7162 1.7087
Cl -3.4064 -2.8731 0.4929
C -2.3515 -2.0717 2.8988
C -2.0972 -3.3666 3.4346
C -1.4403 -3.4961 4.6865
C -0.8870 -2.3441 5.2474
N -1.0398 -1.1559 4.7551
C -1.8169 -0.9546 3.6830
C -2.0006 0.3686 3.2359
O -1.2411 1.1958 3.8930
H -4.1062 -0.1374 0.6404
H -2.4412 -4.2868 2.9445
H -1.5271 -4.4292 5.2248
H -0.2575 -2.4243 6.1826
C -0.6102 -3.5758 -3.8599
Si 0.6057 -2.0670 -4.2983
C 2.3767 -2.6822 -3.9250
C 0.2382 -1.6696 -6.1939
Ge 0.2476 -0.0724 -2.9069
Si 2.0112 1.6408 -3.1268
C 1.7228 3.1927 -2.0967
C 2.2944 1.8230 -5.0317
C 3.5285 0.7399 -2.4548
Si -1.9648 0.6346 -3.5745
C -1.6280 2.0031 -4.9038
C -3.2596 -0.7044 -3.8982
C -2.5528 1.7514 -2.1073
H 0.0634 -4.3961 -3.8254
H -1.3855 -3.6761 -4.5782
H -1.0361 -3.3930 -2.8354
H 2.4505 -3.7292 -4.0753
H 2.7766 -2.5260 -2.9124
H 3.0882 -2.2169 -4.6467
H -0.8513 -1.6083 -6.3046
H 0.5742 -2.5844 -6.6435
H 0.8347 -0.8047 -6.5717
H 2.0198 2.9970 -1.0434
H 0.7378 3.5988 -2.2988
H 2.4975 3.9491 -2.4338
H 2.6478 2.8025 -5.3769
H 1.4176 1.4564 -5.6700
H 3.1052 1.1545 -5.2006
H 3.5139 -0.3383 -2.7695
H 3.7750 0.8429 -1.4173
H 4.2975 1.2701 -3.0838
H -0.7354 1.7685 -5.5148
H -1.4416 2.9808 -4.5548
H -2.4648 2.0846 -5.5956
H -3.5369 -0.8742 -4.9616
H -4.2747 -0.4531 -3.5229
H -2.9498 -1.6619 -3.4904
H -1.8234 1.8757 -1.2952
H -3.5528 1.4112 -1.7803
H -2.7113 2.7610 -2.5482
```

Results
Electronic energy: -140579.6658 eV
HOMO energy (spin up / spin down): -0.310 / -0.344 Ha
Largest force on an atom: 4.2 eV/A
Multiplicity: 2
Charge: +1
LUMO level (spin up / spin down): -3.92 / -3.92 eV